C5H11NO3 | wB97M-V/def2-TZVPD

```
20
Properties=species:S:1:pos:R:3:forces:R:3
C 1.130770 1.994951 0.823105 -0.510 0.022 -0.680
C 0.869787 0.507505 0.609175 -2.985 -0.474 -0.873
O 2.301229 -0.149465 -1.169877 -0.724 -0.239 -0.133
N 2.027102 -0.138302 0.158591 1.276 -0.715 0.563
H 1.490643 -0.405954 -1.658163 0.025 0.596 0.073
H 0.554160 0.046518 1.559457 0.422 0.067 -0.261
H 1.234421 2.488015 -0.147245 0.025 0.062 0.037
H 2.068053 2.146311 1.360460 -0.143 -0.100 0.100
H 0.292711 2.440277 1.360385 0.118 0.041 0.040
C -0.984202 -2.273021 0.331903 0.079 -0.064 0.353
C -0.694127 0.174664 -0.393754 2.160 2.040 0.950
C -0.796090 -1.218954 -0.691313 -0.088 -1.011 -0.252
O -0.595136 0.893051 -1.606211 -0.171 0.022 0.352
O -1.714327 0.725570 0.421982 0.336 -0.422 0.008
H -0.780022 1.819445 -1.395569 0.106 -0.163 -0.068
H -2.492208 0.154469 0.345930 0.089 0.192 -0.029
H -0.782429 -1.505743 -1.737673 0.070 0.103 0.057
H -2.049841 -2.480403 0.509737 0.064 -0.058 -0.036
H -0.522447 -3.209701 0.010587 -0.102 0.041 0.025
H -0.558045 -2.009235 1.308494 -0.047 0.058 -0.225
```
Positions in Å, forces in eV/Å.

Properties
LUMO energy (spin up / spin down)   0.0125 / -0.0144 Eh
Frontier orbital gap (spin up / spin down)   8.328 / 8.212 eV

From a Mulliken analysis of the wavefunction, the atomic charges in e read: atom 1 (C): -1.420, atom 2 (C): 0.623, atom 3 (O): -0.275, atom 4 (N): -0.463, atom 5 (H): 0.378, atom 6 (H): 0.290, atom 7 (H): 0.319, atom 8 (H): 0.398, atom 9 (H): 0.325, atom 10 (C): -1.194, atom 11 (C): 0.281, atom 12 (C): -0.421, atom 13 (O): -0.482, atom 14 (O): -0.538, atom 15 (H): 0.360, atom 16 (H): 0.339, atom 17 (H): 0.509, atom 18 (H): 0.334, atom 19 (H): 0.342, atom 20 (H): 0.295